--- 1 ---
{"formula": "C18H16ClN3O2", "method": "ωB97M-V with the def2-TZVPD basis set", "species": ["H", "H", "C", "C", "C", "C", "C", "H", "C", "O", "C", "C", "C", "H", "H", "N", "H", "C", "C", "N", "Cl", "C", "C", "H", "H", "H", "H", "C", "N", "C", "H", "H", "H", "H", "O", "C", "C", "H", "C", "H"], "positions_angstrom": [[4.942, 1.301, 4.963], [-2.267, 1.577, -1.019], [3.596, 0.651, 3.398], [5.468, -0.659, 4.299], [1.387, 0.871, 1.753], [-0.031, -0.976, -0.929], [-4.039, 0.147, -4.849], [-4.300, 1.222, -4.712], [-1.136, -0.214, -1.357], [-1.653, -1.599, -3.184], [3.264, -0.390, 2.520], [4.658, 0.488, 4.291], [2.825, 1.993, 3.307], [-3.638, 0.421, -1.906], [-0.807, 2.386, 0.917], [-3.321, -0.257, -2.576], [3.423, 2.628, 2.624], [0.767, -0.508, 0.129], [5.111, -1.693, 3.413], [1.823, -1.084, 0.631], [6.926, -0.653, 5.214], [-5.650, -0.383, -3.015], [-2.030, -0.749, -2.416], [0.281, -1.822, -1.492], [-5.755, -0.916, -2.053], [2.702, 2.451, 4.292], [-4.646, -0.221, -5.672], [-1.401, 1.017, -0.681], [2.254, -0.218, 1.599], [-0.656, 1.456, 0.419], [-2.964, 0.051, -5.124], [3.794, -2.338, 1.841], [-6.417, -0.701, -3.730], [-4.200, -1.740, -3.836], [1.524, 1.865, 2.710], [0.442, 0.675, 0.783], [-4.301, -0.678, -3.593], [5.778, -2.541, 3.233], [4.014, -1.553, 2.571], [-5.767, 0.696, -2.763]], "lowdin_charge": [0.115, 0.096, -0.104, -0.672, -0.123, 0.088, -0.065, 0.088, -0.108, 0.071, -0.150, -0.063, -0.078, 0.107, 0.109, 0.078, 0.141, -0.262, -0.084, 0.165, 0.681, -0.082, -0.440, 0.116, 0.087, 0.134, 0.071, -0.023, 0.006, 0.012, 0.088, 0.120, 0.086, 0.145, 0.016, -0.134, -0.431, 0.114, -0.003, 0.090], "charge": 0, "spin_multiplicity": 1, "smiles": "CC(C)NC(=O)c1ccc2c3n(nc2c1)-c1ccc(Cl)cc1CO3"}

---

--- 2 ---
{"formula": "C18H16ClN3O2", "method": "ωB97M-V with the def2-TZVPD basis set", "species": ["C", "H", "H", "H", "H", "N", "Cl", "C", "C", "H", "C", "H", "O", "C", "C", "C", "C", "O", "H", "N", "C", "H", "H", "H", "C", "C", "H", "C", "H", "H", "H", "C", "C", "C", "N", "C", "C", "H", "C", "H"], "positions_angstrom": [[-1.171, 1.614, -1.454], [-3.840, 3.751, -3.182], [-0.608, 3.130, 2.563], [-0.381, 1.004, -1.086], [2.370, 2.403, 2.887], [-2.998, 3.288, -1.282], [6.997, -1.669, -0.233], [5.433, -1.503, 0.677], [-1.702, -1.079, 0.903], [-2.514, -1.055, 0.168], [4.807, -2.703, 1.024], [5.315, -3.657, 0.950], [0.778, -2.129, 2.405], [2.726, -1.218, 1.445], [4.783, -0.246, 0.654], [0.413, 0.058, 1.810], [1.855, 1.565, 3.232], [-2.241, 2.767, -4.491], [-0.991, -1.829, 0.497], [-3.054, 3.333, -2.636], [3.429, -2.501, 1.481], [1.537, 1.517, 4.225], [2.945, -3.390, 1.852], [-2.084, -1.456, 1.871], [1.265, -1.164, 1.875], [-1.028, 1.920, -2.824], [-3.464, 1.376, 0.810], [-0.471, 2.158, 2.131], [3.129, 0.903, 0.867], [-2.806, 2.972, 1.314], [2.626, 0.762, 3.219], [-2.610, 2.082, 0.734], [-2.201, 2.427, -0.646], [3.422, -0.136, 0.988], [-0.874, 0.116, 1.224], [0.663, 1.300, 2.370], [-1.377, 1.480, 1.391], [5.390, 0.604, 0.254], [-2.027, 2.804, -3.348], [-0.273, 1.570, -3.472]], "lowdin_charge": [0.067, 0.186, 0.115, 0.087, 0.063, 0.096, 0.579, -0.594, -0.015, 0.085, -0.075, 0.100, 0.105, -0.131, -0.093, -0.121, -0.036, 0.080, 0.090, 0.072, 0.039, 0.069, 0.102, 0.099, -0.289, 0.049, 0.130, 0.007, 0.119, 0.117, 0.084, -0.087, -0.226, -0.062, -0.047, -0.208, -0.216, 0.117, -0.565, 0.106], "charge": 0, "spin_multiplicity": 1, "smiles": "Cc1cc(Cc2ccc(=O)[nH]n2)n(C)c1C(=O)c1ccc(Cl)cc1"}

---

What is the stability order? It is 1, 2, from most stable to least stable.

---

--- 1 ---
{"formula": "C3H7N5", "method": "ωB97M-V with the def2-TZVPD basis set", "species": ["H", "H", "H", "H", "N", "N", "N", "N", "C", "H", "H", "N", "H", "C", "C"], "positions_angstrom": [[-2.413, 1.232, -0.075], [-0.857, -1.265, -0.335], [2.780, 0.522, -0.781], [3.845, -0.774, -0.550], [2.893, -0.483, -0.645], [0.805, 0.970, 0.217], [2.148, -0.967, 0.404], [-2.879, -1.307, -0.123], [-0.389, 1.369, -0.011], [-0.519, 2.421, -0.249], [-3.658, -0.667, 0.082], [-1.584, 0.666, -0.013], [0.495, -0.712, 1.519], [-1.770, -0.701, -0.158], [1.105, -0.305, 0.719]], "lowdin_charge": [0.131, 0.112, 0.065, 0.066, -0.008, 0.062, -0.051, 0.091, -0.194, 0.120, 0.046, 0.052, 0.112, -0.303, -0.300], "charge": 0, "spin_multiplicity": 1, "smiles": "[H]/N=C\\N/C=N\\C=N/N"}

---

--- 2 ---
{"formula": "C3H7N5", "method": "ωB97M-V with the def2-TZVPD basis set", "species": ["C", "H", "C", "N", "N", "H", "H", "N", "H", "H", "H", "H", "N", "N", "C"], "positions_angstrom": [[-0.899, 0.949, -0.029], [0.705, -1.589, -0.641], [1.234, 0.244, 0.046], [-0.889, -0.413, -0.333], [-1.949, 1.660, 0.081], [2.918, -0.844, -0.310], [-1.848, -1.368, 1.185], [0.380, -0.920, 0.046], [-1.982, -2.108, -0.332], [3.048, 0.791, -0.200], [0.853, 2.438, 0.005], [-2.730, 0.991, 0.105], [2.570, -0.018, 0.242], [-1.909, -1.213, 0.165], [0.499, 1.400, -0.030]], "lowdin_charge": [-0.459, 0.124, -0.380, -0.185, 0.114, 0.115, 0.102, 0.057, 0.090, 0.111, 0.112, 0.030, 0.096, 0.042, 0.031], "charge": 0, "spin_multiplicity": 1, "smiles": "[H]/N=c1/cc(N)[nH]n1N"}

---

What is the stability order? It is 1, 2, from most stable to least stable.